55
Properties=species:S:1:pos:R:3 method="wB97M-V/def2-TZVPD" relative_energy_kcal_mol=58.4 smiles="CN(C)S(=O)(=O)N1CCN(C[C@H](O)COc2ccc3c(c2)CCC3)CC1" homo_lumo_gap_ev=8.81
C 5.2976 2.4079 -2.8990
N 4.5962 1.2735 -3.4654
C 5.3369 0.5856 -4.4990
S 4.0210 0.1978 -2.3081
O 3.4172 1.0002 -1.2846
O 5.0325 -0.7384 -1.9232
N 2.9167 -0.5955 -3.2768
C 2.7729 -2.0082 -2.9927
C 2.0729 -2.2346 -1.6394
N 1.3771 -1.0217 -1.2682
C 0.6544 -1.0910 -0.0160
C 0.6828 0.2731 0.6939
O 1.9762 0.6073 1.1153
C -0.2127 0.2467 1.9363
O -1.5487 0.1114 1.5079
C -2.5430 0.1320 2.4443
C -2.3414 0.2365 3.8151
C -3.4253 0.2533 4.6852
C -4.7042 0.1697 4.1820
C -4.9071 0.0620 2.8068
C -3.8434 0.0395 1.9363
C -6.3734 -0.0280 2.5000
C -7.0341 0.4645 3.7974
C -6.0171 0.1615 4.9094
C 0.6311 -0.4856 -2.3835
C 1.6473 0.0957 -3.3834
H 6.2963 2.1352 -2.5399
H 5.3851 3.1844 -3.6589
H 4.7066 2.7755 -2.0647
H 5.5460 1.2824 -5.3096
H 4.7142 -0.2265 -4.8642
H 6.2766 0.1729 -4.1162
H 2.2014 -2.4472 -3.8153
H 3.7738 -2.4368 -2.9831
H 2.8191 -2.4401 -0.8685
H 1.3904 -3.1027 -1.7151
H 1.1592 -1.8105 0.6322
H -0.3905 -1.4105 -0.1504
H 0.2888 1.0437 0.0133
H 2.5374 0.6904 0.3236
H -0.0672 1.1837 2.4875
H 0.0820 -0.5915 2.5808
H -1.3448 0.3085 4.2199
H -3.2541 0.3367 5.7486
H -3.9801 -0.0403 0.8690
H -6.6417 -1.0686 2.2969
H -6.6594 0.5671 1.6329
H -7.1899 1.5427 3.7355
H -7.9988 -0.0079 3.9771
H -6.1948 -0.8280 5.3406
H -6.0551 0.8906 5.7189
H -0.0379 0.2984 -2.0318
H 0.0177 -1.2661 -2.8710
H 1.2842 0.0071 -4.4123
H 1.8534 1.1426 -3.1660



21
Properties=species:S:1:pos:R:3 method="wB97M-V/def2-TZVPD" relative_energy_kcal_mol=0.0 homo_lumo_gap_ev=7.60
C -2.2128 -0.4044 -0.1421
C -1.4215 0.0254 1.0819
O -0.1705 -0.6022 1.1992
H -3.1135 0.2171 -0.2470
H -1.6090 -0.3267 -1.0554
H -2.5545 -1.4459 -0.0586
H -2.0181 -0.1550 1.9905
H -1.2501 1.1151 1.0723
O 1.3844 1.3240 0.7065
C 1.2134 -0.0161 0.4092
O 2.1055 -0.7491 0.9733
O 1.1085 -0.1384 -0.9608
C 1.0527 -1.4293 -1.5198
H 2.0327 -1.9236 -1.4755
H 0.2956 -2.0547 -1.0278
H 0.7206 -1.3201 -2.5590
C 0.8966 2.3611 -0.1173
H 1.5908 2.5379 -0.9491
H -0.0912 2.1364 -0.5437
H 0.8027 3.2454 0.5251
K 1.2375 -2.3970 2.6981



51
Properties=species:S:1:pos:R:3 method="wB97M-V/def2-TZVPD" relative_energy_kcal_mol=0.0 spin_multiplicity=3 homo_lumo_gap_ev="7.17 / 7.16"
Tm 0.2873 -0.0153 -0.2869
C 2.1049 -0.9770 3.4767
C 1.7645 0.5114 3.4068
C 0.4709 0.7949 4.1633
C 1.7864 1.0709 1.9896
C 2.7838 0.6831 1.0803
C 2.9147 1.2856 -0.1679
C 2.0591 2.3147 -0.5750
C 2.2220 2.9832 -1.9065
C 1.0283 2.6660 0.2996
C 0.8889 2.0561 1.5498
H 2.1673 -1.2805 4.5203
H 3.0625 -1.2148 3.0178
H 1.3404 -1.5707 2.9840
H 2.5675 1.0598 3.9199
H -0.3879 0.3338 3.6736
H 0.2767 1.8624 4.2773
H 0.5374 0.3737 5.1654
H 3.4640 -0.1159 1.3437
H 3.6896 0.9392 -0.8406
H 1.3215 3.5252 -2.1843
H 2.4150 2.2511 -2.6864
H 3.0560 3.6862 -1.8702
H 0.3034 3.4106 -0.0128
H 0.0563 2.3449 2.1797
C -2.4558 -3.3918 0.5589
C -1.1629 -2.6230 0.4841
S -1.0708 -1.2249 1.5827
C -0.1854 -3.0253 -0.3635
C -0.3877 -4.2365 -1.2374
S 1.4075 -2.2624 -0.5632
H -3.0995 -2.9870 1.3373
H -2.2838 -4.4431 0.7922
H -3.0055 -3.3685 -0.3856
H -0.8862 -5.0425 -0.7015
H 0.5673 -4.6111 -1.5996
H -0.9969 -4.0002 -2.1148
O -3.4743 1.8125 -4.7846
C -4.2001 1.1528 -3.8871
O -5.3544 0.8722 -4.0750
C -3.4873 0.6633 -2.6756
C -4.1115 0.0126 -1.6166
N -3.1746 -0.2423 -0.6948
N -1.9703 0.1813 -1.0979
C -2.1419 0.7277 -2.2927
C -0.8893 1.2477 -2.9211
O -0.9263 1.9120 -3.9496
O 0.1504 0.9420 -2.2351
H -2.5419 1.9744 -4.4816
H -5.1437 -0.2530 -1.4804
H -3.2125 -0.6844 0.2197



56
Properties=species:S:1:pos:R:3 method="wB97M-V/def2-TZVPD" total_charge=+2 homo_lumo_gap_ev="5.83 / 5.82"
W -1.7943 0.1878 0.6007
O -1.5738 -1.3590 2.3930
C -2.8569 -1.9748 2.6908
C -3.9562 -0.9332 2.6303
N -3.9154 -0.2247 1.3207
C -4.1172 1.2831 1.3390
C -2.6458 1.8906 1.4153
O -1.9469 2.1878 0.2969
O -1.8595 1.1581 2.2521
C -4.4449 -1.0261 0.1625
C -3.0984 -1.0718 -0.6527
O -2.1325 -1.6575 -0.1149
O -2.8053 0.0501 -1.1401
H -1.0119 -1.3165 3.1708
H -2.8216 -2.4229 3.6821
H -3.0041 -2.7742 1.9675
H -3.7905 -0.1786 3.3967
H -4.9388 -1.3806 2.7820
H -4.7416 1.5860 2.1752
H -4.5647 1.6139 0.4069
H -5.2218 -0.5204 -0.4005
H -4.7933 -2.0040 0.4767
F 4.4809 -4.0088 1.8538
C 3.6363 -3.1057 1.3617
C 2.8766 -2.3627 2.2477
C 1.9974 -1.4277 1.7285
C 1.8910 -1.2439 0.3499
C 2.6781 -2.0019 -0.5146
C 3.5597 -2.9466 -0.0069
Sb 0.6947 0.2732 -0.3954
C 1.8059 1.9708 0.0240
C 1.3269 3.0506 0.7570
C 2.1533 4.1313 1.0266
C 3.4494 4.1000 0.5521
F 4.2460 5.1350 0.8058
C 3.9580 3.0378 -0.1741
C 3.1253 1.9634 -0.4356
C 0.7238 0.0622 -2.4403
C 1.1076 1.1369 -3.2381
C 1.1372 0.9968 -4.6179
C 0.7750 -0.2189 -5.1636
F 0.8016 -0.3571 -6.4864
C 0.3854 -1.3033 -4.3972
C 0.3569 -1.1526 -3.0204
H 2.9955 -2.5173 3.3113
H 1.4253 -0.8198 2.4221
H 2.6217 -1.8650 -1.5876
H 4.1831 -3.5505 -0.6520
H 0.3080 3.0781 1.1190
H 1.8103 4.9890 1.5884
H 4.9837 3.0634 -0.5155
H 3.5248 1.1235 -0.9944
H 1.3921 2.0852 -2.7998
H 1.4352 1.8084 -5.2673
H 0.1215 -2.2337 -4.8808
H 0.0671 -2.0027 -2.4115



19
Properties=species:S:1:pos:R:3 method="wB97M-V/def2-TZVPD" relative_energy_kcal_mol=15.2 total_charge=+1 homo_lumo_gap_ev=10.83
C 0.3758 1.6154 -0.0243
C -0.0936 1.0677 1.3096
C 0.4800 -0.2687 1.7838
N 0.7568 -1.2407 0.7133
N -0.0420 0.7207 -1.1256
H 1.4845 1.6676 0.0036
H 0.1466 2.6329 -0.3283
H -1.1880 1.1500 1.4149
H 0.1741 1.7587 2.1248
H 1.3518 -0.0046 2.3951
H -0.1991 -0.7355 2.4971
H 0.1814 -2.0600 0.8506
H 1.7031 -1.6001 0.7121
H 0.3731 0.9924 -2.0186
H 0.1261 -0.3002 -1.0244
H -1.0496 0.6337 -1.2969
H -1.3748 -2.2792 -1.5993
H -0.9974 -1.6977 -2.9068
O -1.3023 -1.4260 -2.0283